# 1
The following is a DFT calculation (the ωB97M-V functional and the def2-TZVPD basis) of a 2-piece molecular cluster, C29H32BrF10N2O7PS2 overall in a non-equilibrium geometry.

The geometry in XYZ format:
```
84
Properties=species:S:1:pos:R:3:lowdin_charge:R:1
H 2.426 4.240 0.232 0.125
F -0.308 -7.052 -3.974 0.095
F 3.166 1.623 2.873 0.079
C -0.761 -1.987 -2.507 0.025
H -0.367 -3.427 1.467 0.072
H 3.233 6.665 -1.845 0.046
N 1.792 -1.399 -1.973 0.036
C 0.364 -1.345 -1.638 -0.166
H 4.561 2.064 -4.088 0.094
C -1.892 -5.171 -3.719 -0.221
F -1.686 -3.290 -5.424 0.051
C 3.550 -0.588 -4.486 -0.086
F 0.490 -4.893 -4.361 0.099
O 5.322 4.934 -0.605 -0.360
H -0.366 -0.472 2.789 0.085
O -1.374 2.827 3.557 0.148
C -1.916 -2.122 2.554 -0.217
C -2.288 -1.907 -2.134 -0.167
C -2.752 -1.194 -0.802 -0.095
F -2.858 -6.236 -3.760 0.074
C -4.284 -1.136 -0.368 -0.597
H -6.554 -2.982 -1.237 0.054
H 1.986 -1.939 -2.825 0.107
C 2.444 -0.079 -1.966 -0.136
H 2.725 5.674 -3.403 0.054
H 0.181 3.047 7.504 0.143
C -0.606 -5.766 -4.517 -0.306
O -4.590 -3.434 -2.760 -0.325
O 3.899 3.371 1.437 -0.014
C 4.235 2.214 2.166 -0.445
H -2.420 -2.320 3.578 0.109
H 0.228 -2.525 3.053 0.071
C -1.631 -0.535 0.090 -0.140
H 4.482 -0.248 -5.071 0.086
C -2.557 -3.927 -4.490 -0.327
H -4.718 -2.611 1.349 0.105
H -0.859 -3.987 3.228 0.077
S 1.241 0.194 0.646 0.926
H 2.146 5.187 -1.737 0.033
F 5.178 2.634 3.162 0.071
P 4.567 4.459 -2.072 0.871
H -4.262 -3.422 -0.264 0.100
C 2.944 2.294 -0.692 -0.137
H 3.748 -1.680 -4.154 0.080
F -0.895 -5.996 -5.889 0.110
H -2.800 0.628 1.380 0.112
O -0.767 2.542 5.724 0.062
C -0.619 -3.098 2.528 -0.112
H 2.601 -0.610 -5.126 0.086
C 0.400 2.933 6.441 -0.106
H -2.028 -0.068 3.441 0.123
C -4.848 -2.563 0.204 -0.263
H 2.497 4.858 6.895 0.092
C 2.713 3.187 0.618 -0.144
C -0.662 3.095 4.482 -0.535
F -3.616 -4.479 -5.288 0.056
F -1.621 -4.951 -2.352 0.092
C 2.298 0.889 -0.731 -0.312
C 3.059 5.632 -2.298 -0.299
H 1.787 2.838 1.216 0.123
C 3.301 0.353 -3.193 -0.137
S -3.429 -2.692 -3.351 0.800
H 2.454 5.429 5.213 0.090
H 4.603 5.328 -0.045 0.040
H -6.770 -3.681 0.453 0.079
C 3.952 1.775 -3.165 -0.026
C -0.120 -0.615 -0.345 -0.283
F 4.940 1.238 1.393 0.092
C -1.496 -0.572 2.554 -0.219
H -4.364 -0.422 0.537 0.089
C 0.755 4.232 5.781 -0.346
H 2.854 3.756 5.550 0.086
C -6.409 -2.766 -0.129 -0.176
H -0.394 -2.530 -3.457 0.094
N -1.872 0.196 1.329 -0.035
H 0.144 5.059 6.161 0.161
O 0.366 3.989 4.431 0.083
H -2.685 -2.418 1.767 0.073
C 2.223 4.589 5.873 -0.016
C 3.763 2.745 -1.942 -0.293
Br -5.487 -0.322 -1.750 0.732
H 1.159 2.155 6.313 0.142
O -3.885 -1.579 -4.282 -0.359
H -6.968 -1.839 0.245 0.068
```

Max |F| = 0.126 Eh/bohr
Structure (SMILES) = CCCNc1c2c(cc(S(=O)(=O)C(F)(F)C(F)(F)C(F)(F)F)c1[C@@H](Br)CC)Nc1c(C)cc(P(C)O)c(COC(F)(F)F)c1S2.C[C@@H]1COC(=O)O1
Kohn-Sham gap = 7.341 eV
E_tot = -6470.4314 hartree
LUMO energy = -0.031 Eh

=====

# 2
The following is a DFT calculation (the ωB97M-V functional and the def2-TZVPD basis) of C29H32CaI2N4O2S2 as an isolated structure in a non-equilibrium geometry.

The geometry in XYZ format:
```
72
Properties=species:S:1:pos:R:3:nbo_charge:R:1
H -2.767 -0.638 -5.217 0.223
H -4.423 2.017 -2.252 0.214
C -0.585 -4.782 2.356 -0.229
C 1.815 2.281 5.687 -0.203
C -3.381 0.638 -3.569 -0.089
C 3.826 -1.215 -0.669 0.318
C 3.687 1.765 4.312 -0.142
H -1.582 -5.210 2.288 0.185
C 0.373 -5.436 3.109 -0.276
C 1.651 -4.886 3.188 -0.227
I 1.677 1.517 -5.908 -0.728
S -2.814 -3.758 0.517 0.328
C 1.941 -3.690 2.543 -0.252
I 1.935 -0.345 -3.278 0.091
C -0.250 -3.593 1.697 -0.112
C 3.183 2.406 5.427 -0.339
H -0.063 1.448 5.061 0.199
C 0.576 2.479 -0.318 0.256
C 1.011 -2.972 1.767 -0.410
C 3.648 0.443 2.302 0.148
N 4.830 -1.548 -1.561 -0.822
H -2.196 2.204 -4.460 0.209
C -4.336 -2.405 -1.464 -0.210
H 5.649 -0.969 -1.446 0.378
S 2.188 -1.842 -1.207 -0.167
H -1.220 0.881 -3.842 0.241
H -3.705 0.776 -5.705 0.201
H 1.505 4.248 0.596 0.177
H -1.340 0.087 -1.685 0.266
C -3.216 -2.541 -0.645 -0.272
H -1.599 2.419 -0.506 0.188
H 1.384 2.774 6.553 0.187
N -1.099 -1.880 0.122 -0.540
H 1.776 3.128 -2.005 0.207
H -1.946 2.036 -2.723 0.216
N 4.185 -0.576 0.384 -0.406
H -5.509 1.023 -3.232 0.193
H 0.175 2.577 -2.449 0.211
H 4.745 1.852 4.082 0.188
C 0.998 1.543 4.864 -0.275
H 4.717 0.673 2.295 0.159
C 1.573 3.154 0.641 -0.631
C 0.728 3.139 -1.697 -0.626
C -2.199 -0.575 -1.652 -0.267
H 0.376 4.178 -1.702 0.174
H 4.513 -1.636 -2.515 0.395
O 0.817 1.125 -0.392 -1.061
C -3.612 -0.003 -4.944 -0.600
C -2.111 1.480 -3.646 -0.616
C -1.275 -2.973 0.805 0.132
C -3.288 -0.453 -2.499 0.084
H 2.948 -3.291 2.657 0.185
C -4.353 -1.369 -2.372 -0.258
H 2.587 2.853 0.365 0.205
Ca 0.932 -0.520 0.920 1.734
H -5.161 -3.104 -1.410 0.202
H 0.132 -6.359 3.624 0.186
C 2.898 1.002 3.442 -0.248
N 3.205 -0.244 1.321 -0.381
C -2.171 -1.626 -0.727 0.199
H 1.395 2.845 1.676 0.203
H -1.019 3.799 0.446 0.179
H -4.519 -0.610 -4.967 0.189
H -5.214 -1.269 -3.024 0.197
C -0.846 2.739 0.220 -0.627
C 1.481 0.876 3.701 0.416
O 0.676 0.219 2.960 -0.830
H -0.997 2.166 1.139 0.206
H -4.627 2.367 -3.977 0.198
C -4.559 1.564 -3.237 -0.599
H 3.824 2.996 6.069 0.191
H 2.418 -5.397 3.765 0.183
```

Max |F| = 0.026 Eh/bohr
Kohn-Sham gap = 6.205 eV
Total charge = -2
E_tot = -3563.3832 hartree
LUMO energy = 0.145 Eh

=====

# 3
The following is a DFT calculation (the ωB97M-V functional and the def2-TZVPD basis) of C29H32ClFeN10O7PS as an isolated structure.

The geometry in XYZ format:
```
82
Properties=species:S:1:pos:R:3:lowdin_spin:R:1
H 2.470 -4.302 -1.892 0.000
H 0.553 -3.958 -0.515 0.000
C 2.779 3.458 2.308 0.001
H 1.346 -3.636 1.485 0.000
C 2.450 3.492 3.652 -0.001
C -2.710 4.438 0.108 0.003
H 2.124 -2.617 2.718 0.000
H 1.643 3.641 -3.340 0.000
C -2.568 5.237 1.291 0.001
H 1.059 2.755 5.128 0.000
P 2.311 -1.508 0.582 0.002
N -1.101 0.558 2.636 0.029
C -4.231 -1.009 1.853 0.002
C -0.371 -2.377 -2.270 0.000
C -0.134 -3.508 -3.051 0.000
H 2.220 2.647 0.392 0.000
H 2.096 0.491 -0.971 0.000
C 1.489 -2.617 1.834 0.000
C -0.309 -1.112 -2.842 0.000
H 2.717 -4.417 -0.299 0.000
C -4.650 -1.678 3.017 0.001
C -6.590 -2.491 1.844 0.001
C 2.003 2.689 1.452 0.002
Fe -0.714 0.978 0.502 3.735
N 0.155 -2.067 2.205 0.000
H 5.546 2.191 -2.682 0.000
C 0.646 2.015 3.160 0.002
N -4.050 5.346 -1.903 0.001
H 0.076 0.018 -4.622 0.000
H -0.220 -4.498 -2.621 0.000
N -2.244 -0.147 2.898 0.003
H 3.651 -2.338 -1.187 0.000
H -0.311 -2.589 2.945 0.000
C -0.667 -2.485 -0.824 0.002
H 4.509 2.910 -1.448 0.000
N -2.146 3.265 -0.005 0.003
O -0.327 -3.623 -0.200 0.001
N 2.197 -3.900 -1.001 0.000
H 0.353 -4.239 -5.014 0.000
N -2.452 5.875 2.241 0.001
H 3.026 4.087 4.348 0.000
C -5.018 -1.099 0.703 0.001
H 3.614 4.024 1.920 0.000
C 0.264 -2.099 -4.938 0.000
S 0.128 2.243 -1.666 0.021
H -6.138 -2.916 3.905 0.000
H -0.483 -2.022 1.384 0.000
H -0.492 -0.234 -2.240 0.000
C -5.834 -2.415 2.996 0.000
H 0.225 -1.087 2.500 0.000
O -1.467 2.877 1.019 0.055
H -6.785 -1.886 -0.215 0.000
C -2.980 -0.216 1.778 0.009
C 3.934 0.923 -2.022 0.000
H 3.818 2.439 -4.385 0.000
H 4.063 0.251 -2.878 0.000
H -3.192 -1.048 4.040 0.000
N 2.519 1.062 -1.706 0.001
N 2.267 2.909 -3.043 0.003
C -6.187 -1.832 0.685 0.000
C 1.362 2.754 4.089 0.000
C 0.182 -3.372 -4.391 0.000
O 1.270 -0.445 0.286 0.017
H 4.421 0.468 -1.160 0.000
H 2.023 -1.960 -1.762 0.000
O -2.670 0.353 0.697 0.056
C 2.586 -2.475 -0.981 0.001
H -0.959 1.317 4.550 0.001
C 3.672 2.947 -3.428 0.001
N 0.959 1.982 1.859 0.030
C 1.744 2.037 -2.166 0.006
C 4.514 2.289 -2.346 0.000
H 3.958 3.990 -3.559 0.000
H -4.677 -0.567 -0.176 0.000
C 0.017 -0.966 -4.178 0.000
H -7.507 -3.066 1.849 0.000
O 3.645 -1.130 1.110 0.001
C -3.456 4.934 -1.007 0.000
C -0.543 1.243 3.548 0.001
O -1.140 -1.599 -0.147 0.009
Cl 0.679 -1.927 -6.611 0.000
O -3.959 -1.655 4.174 0.000
```

Max |F| = 0.015 Eh/bohr
Kohn-Sham gap (spin up / spin down) = 7.492 / 7.408 eV
Energy above the lowest of the compared OMol25 structures with the same formula, charge and spin = 0.0 kcal/mol
Spin multiplicity = 5
E_tot = -4662.0959 hartree
LUMO energy (spin up / spin down) = -0.018 / -0.019 Eh

=====

Which formula does entry 3 have?
C29H32ClFeN10O7PS

=====

The highest E_tot belongs to which entry?
C29H32CaI2N4O2S2

=====

Among the records above, which one has the lowest max |F|?
C29H32ClFeN10O7PS